This record from OMol25 describes C53H88F9I2N3O15S2 as an isolated structure. The level of theory is wB97M-V/def2-TZVPD.

The value obtained for the total energy is -153889.61113 eV. The HOMO energy is -6.78 eV. The total charge is 0. The calculation puts the maximum force at 2.53 eV/A. As for the LUMO energy: -1.64 eV. The HOMO-LUMO gap is 5.1 eV.

The geometry in XYZ format:
```
172
C53H88F9I2N3O15S2 (wB97M-V/def2-TZVPD)
C 3.62778 -0.87712 5.80228
C 2.34836 -1.51562 5.20973
C 2.40890 -2.04108 3.76385
C 1.36100 -1.53489 2.72515
C 0.60733 -0.22235 2.93750
I -1.44996 -0.45227 2.58297
C 1.09630 0.95270 3.32534
C 2.53087 1.21229 3.64657
I -0.06000 2.66032 3.60086
C 1.92155 -1.95806 1.30645
C 1.35634 -3.33760 0.97193
C -0.12301 -3.53205 0.60055
C -0.88087 -4.43223 1.58778
C -1.92550 -5.30887 0.88838
C -3.17783 -4.49834 0.51514
C -4.30214 -4.57102 1.56948
C -4.83434 -3.19437 2.03388
C -4.41422 -2.89262 3.46785
C -5.03367 -1.62000 4.07594
C -5.26234 -0.47864 3.10259
O -6.51142 -0.62642 2.45208
C -7.12405 0.59814 2.14575
S 1.76326 -0.83275 -0.09834
O 1.43487 -1.66117 -1.22151
O 0.87552 0.26852 0.13496
C 3.39915 -0.13246 -0.72330
F 3.08595 0.40747 -1.90671
F 4.22836 -1.16823 -0.95876
C 4.21718 0.90227 0.08668
F 5.40813 1.01468 -0.56370
F 4.49637 0.41891 1.31950
C 3.67652 2.34965 0.17892
F 2.53508 2.38334 0.88519
F 3.42741 2.82391 -1.05547
C 4.66454 3.35981 0.84535
F 3.99926 4.51603 0.97456
F 5.03526 2.95804 2.06523
F 5.73337 3.58365 0.08259
C 3.38797 -2.41103 1.63327
N 3.73537 -2.11168 3.06929
C 4.66298 -3.19614 3.52345
C 5.72190 -3.53965 2.70979
C 6.57099 -4.56154 3.08383
C 6.36495 -5.24234 4.26964
C 5.31764 -4.87040 5.08992
C 4.46444 -3.84716 4.72324
H 4.09286 -1.54180 6.52327
H 3.35920 0.02552 6.34521
H 4.36278 -0.57355 5.06138
H 1.52405 -0.81414 5.30548
H 2.09470 -2.35246 5.85533
H 2.16047 -3.09737 3.84993
H 0.57185 -2.25835 2.91812
H 2.85346 2.15130 3.21215
H 3.18968 0.40660 3.35539
H 2.63220 1.35338 4.72261
H 1.57050 -3.91824 1.86470
H 2.00431 -3.73242 0.19923
H -0.61212 -2.56021 0.51614
H -0.16483 -3.98831 -0.38672
H -1.43126 -3.79670 2.29220
H -0.17668 -5.04620 2.14967
H -1.46348 -5.75346 0.00854
H -2.22244 -6.08386 1.59540
H -2.90094 -3.46207 0.31910
H -3.57129 -4.92152 -0.40866
H -5.13783 -5.11482 1.13113
H -3.97425 -5.15045 2.43345
H -4.47929 -2.43700 1.33745
H -5.92251 -3.22633 2.01131
H -4.73229 -3.73837 4.08041
H -3.32628 -2.84429 3.56330
H -5.99789 -1.86401 4.52012
H -4.37508 -1.26126 4.86781
H -4.46273 -0.38957 2.35599
H -5.26837 0.46564 3.65826
H -6.57482 1.16603 1.38599
H -7.25082 1.23457 3.02659
H -8.10930 0.38342 1.73900
H 3.45350 -3.51275 1.43709
H 4.18637 -2.01333 1.02147
H 4.30567 -1.27139 3.14859
H 5.89533 -3.03638 1.77130
H 7.37535 -4.83645 2.41990
H 7.02470 -6.05739 4.52408
H 5.15504 -5.40136 6.01577
H 3.65568 -3.60042 5.38904
C -11.41214 4.64919 2.25700
C -11.09038 3.38043 1.47770
C -11.49090 2.08590 2.19863
O -10.62200 1.70223 3.24681
C -10.84661 2.35021 4.48432
N -9.66658 3.38347 1.12185
H -10.71103 4.81646 3.07560
H -11.35649 5.51667 1.60854
H -12.42181 4.61043 2.67235
H -11.66760 3.41938 0.54943
H -11.44762 1.26352 1.47748
H -12.52654 2.14110 2.56202
H -11.91043 2.54691 4.64601
H -10.28896 3.28668 4.55778
H -10.48928 1.68362 5.26919
H -9.47772 2.59114 0.51358
H -9.14833 3.17371 1.97112
C 0.97820 0.41316 -4.33314
C 1.05896 -0.22564 -5.70053
O 0.28643 -1.08710 -6.04554
C 2.15584 0.26947 -6.61356
H 0.15583 -0.02676 -3.77401
H 1.90410 0.24169 -3.79259
H 0.81137 1.48742 -4.43439
H 3.13390 0.10250 -6.15994
H 2.03595 1.33858 -6.79776
H 2.10784 -0.26345 -7.55995
C 7.35888 0.15788 -3.38639
C 7.53290 1.54761 -3.96332
O 7.76381 1.31717 -5.36020
S 6.94098 0.03314 -5.84181
O 5.72136 0.44416 -6.43595
O 7.83405 -0.83906 -6.51171
O 6.61828 -0.54978 -4.38944
H 8.31776 -0.34412 -3.24408
H 6.80536 0.15332 -2.45233
H 8.37292 2.08486 -3.53304
H 6.62407 2.14379 -3.85651
C -10.25196 9.76446 0.49574
C -9.96713 8.31934 0.86252
O -11.07455 7.70394 1.51262
H -10.50698 10.33846 1.38702
H -9.38757 10.22632 0.01652
H -11.09970 9.82793 -0.19069
H -9.13315 8.25837 1.55981
H -9.70638 7.74626 -0.03370
H -11.82522 7.73008 0.91005
C -15.23790 5.58790 -1.74416
C -16.09212 5.04338 -2.60561
C -16.18750 3.56976 -2.76925
O -16.96387 3.07363 -3.55448
C -15.29326 2.72877 -1.93238
C -14.43935 3.27419 -1.07115
C -14.34421 4.74698 -0.90842
O -13.56700 5.24354 -0.12128
H -15.15086 6.65838 -1.60838
H -16.75342 5.63611 -3.22451
H -15.38072 1.65834 -2.06772
H -13.77898 2.68031 -0.45188
C 15.32742 -0.81579 -5.80661
O 14.30437 0.07378 -5.41140
C 13.38304 0.42272 -6.43732
C 12.03223 -0.22689 -6.23204
N 12.08233 -1.66366 -6.45773
C 10.89708 -2.39778 -6.01744
C 10.49001 -2.31813 -4.55088
O 11.35737 -2.97823 -3.64797
C 12.52585 -2.26912 -3.29105
H 16.08164 -0.81106 -5.02132
H 14.96502 -1.84255 -5.92852
H 15.79645 -0.49326 -6.74090
H 13.78975 0.18468 -7.42471
H 13.25129 1.50679 -6.38160
H 11.31877 0.21545 -6.93426
H 11.70106 0.02923 -5.21562
H 12.89268 -2.04430 -5.98861
H 11.07138 -3.45123 -6.24818
H 10.05097 -2.07516 -6.62840
H 9.53258 -2.83679 -4.45746
H 10.31235 -1.28495 -4.22047
H 12.34654 -1.19170 -3.22910
H 13.34899 -2.45991 -3.98535
H 12.83722 -2.62684 -2.30932
O 3.50127 -5.08653 0.88330
H 3.32105 -5.64699 0.12290
```

Löwdin atomic charge list, values in e, 99 entries:
1. C -0.08
2. C -0.15
3. C -0.18
4. C -0.23
5. C -0.72
6. I 1.06
7. C -0.85
8. C -0.17
9. I 0.93
10. C -0.32
11. C -0.19
12. C -0.18
13. C -0.20
14. C -0.20
15. C -0.19
16. C -0.19
17. C -0.20
18. C -0.22
19. C -0.17
20. C -0.27
21. O -0.19
22. C -0.12
23. S 0.80
24. O -0.23
25. O -0.28
26. C -0.45
27. F 0.12
28. F 0.12
29. C -0.33
30. F 0.14
31. F 0.14
32. C -0.35
33. F 0.15
34. F 0.18
35. C -0.53
36. F 0.18
37. F 0.18
38. F 0.19
39. C -0.09
40. N 0.03
41. C -0.16
42. C -0.01
43. C -0.04
44. C -0.06
45. C -0.05
46. C -0.01
47. H 0.07
48. H 0.07
49. H 0.07
50. H 0.11
51. H 0.11
52. H 0.15
53. H 0.09
54. H 0.05
55. H 0.05
56. H 0.08
57. H 0.11
58. H 0.10
59. H 0.06
60. H 0.12
61. H 0.08
62. H 0.11
63. H 0.11
64. H 0.10
65. H 0.10
66. H 0.11
67. H 0.10
68. H 0.10
69. H 0.10
70. H 0.11
71. H 0.11
72. H 0.06
73. H 0.12
74. H 0.10
75. H 0.07
76. H 0.12
77. H 0.09
78. H 0.09
79. H 0.08
80. H 0.06
81. H 0.11
82. H 0.15
83. H 0.12
84. H 0.12
85. H 0.11
86. H 0.11
87. H 0.10
88. C -0.07
89. C -0.43
90. C -0.21
91. O -0.20
92. C -0.11
93. N 0.05
94. H 0.07
95. H 0.04
96. H 0.08
97. H 0.11
98. H 0.12
99. H 0.12